# 1
A structure of composition C68H50BrF3NP3SiTl. Source: the Open Molecules 2025 dataset; level of theory: ωB97M-V/def2-TZVPD.

ORCA input file:
```
! RIJCOSX wB97M-V def2-TZVPD def2/J DEFGRID3
* xyz 1 1
Tl 0.29 0.21 0.31
C -5.51 -0.91 -0.50
C -4.77 -1.53 0.59
C -2.22 -1.47 -0.19
C -2.38 -0.73 -1.45
C -3.56 -0.40 -2.04
C -4.94 -0.48 -1.64
P -0.78 -0.34 -2.32
C -0.95 -1.31 -3.85
C -0.31 -0.86 -5.00
C -0.29 -1.65 -6.14
C -0.89 -2.90 -6.12
C -1.52 -3.36 -4.98
C -1.55 -2.57 -3.84
C -0.94 1.37 -2.99
C -1.85 1.73 -3.97
C -1.96 3.04 -4.39
C -1.14 4.01 -3.86
C -0.17 3.66 -2.93
C -0.05 2.34 -2.51
Si 1.36 1.80 -1.36
C 2.55 0.83 -2.49
C 2.98 1.45 -3.66
C 3.91 0.86 -4.48
C 4.47 -0.36 -4.12
C 4.04 -1.00 -2.98
C 3.05 -0.43 -2.18
P 2.39 -1.40 -0.78
C 3.94 -1.80 0.09
C 4.75 -0.70 0.40
C 5.91 -0.87 1.12
C 6.27 -2.14 1.56
C 5.46 -3.23 1.27
C 4.30 -3.06 0.54
C 1.82 -2.94 -1.58
C 1.24 -3.90 -0.75
C 0.73 -5.07 -1.29
C 0.78 -5.28 -2.66
C 1.33 -4.31 -3.49
C 1.83 -3.14 -2.96
C 2.35 3.15 -0.45
C 3.05 4.06 -1.24
C 3.75 5.11 -0.69
C 3.75 5.30 0.68
C 3.07 4.40 1.49
C 2.39 3.32 0.94
P 1.57 2.15 2.10
C 2.92 1.31 2.98
C 4.00 1.92 3.61
C 4.98 1.14 4.21
C 4.87 -0.24 4.21
C 3.79 -0.86 3.60
C 2.83 -0.08 2.99
C 0.78 3.30 3.26
C 0.78 3.08 4.64
C 0.00 3.88 5.45
C -0.80 4.87 4.91
C -0.81 5.08 3.53
C -0.04 4.29 2.71
H -6.58 -0.78 -0.37
H -4.28 -1.39 2.66
H -1.18 -2.13 1.48
H -3.46 0.09 -2.99
H -5.62 -0.07 -2.39
H 0.17 0.11 -5.01
H 0.19 -1.28 -7.03
H -0.86 -3.52 -7.01
H -1.97 -4.33 -4.96
H -2.04 -2.92 -2.95
H -2.47 0.98 -4.45
H -2.69 3.30 -5.14
H -1.23 5.04 -4.17
H 0.49 4.41 -2.52
H 2.56 2.41 -3.93
H 4.22 1.35 -5.39
H 5.22 -0.81 -4.75
H 4.47 -1.95 -2.69
H 4.45 0.28 0.07
H 6.53 -0.02 1.35
H 7.19 -2.28 2.11
H 5.75 -4.21 1.62
H 3.68 -3.92 0.31
H 1.19 -3.73 0.31
H 0.28 -5.81 -0.65
H 0.40 -6.20 -3.08
H 1.37 -4.47 -4.56
H 2.22 -2.38 -3.62
H 3.05 3.93 -2.31
H 4.29 5.80 -1.33
H 4.26 6.14 1.12
H 3.06 4.56 2.56
H 4.10 2.99 3.63
H 5.83 1.62 4.68
H 5.64 -0.84 4.68
H 3.70 -1.93 3.60
H 1.98 -0.56 2.49
H 1.38 2.29 5.06
H 0.00 3.72 6.52
H -1.41 5.49 5.55
H -1.44 5.85 3.11
H -0.06 4.43 1.64
Br -2.30 2.44 -0.01
C -2.40 1.95 1.83
C -3.43 2.41 2.62
C -3.45 1.98 3.94
C -2.43 1.15 4.39
C -1.44 0.77 3.51
N -1.43 1.16 2.24
H -4.19 3.06 2.22
H -4.24 2.30 4.60
H -2.42 0.80 5.41
H -0.62 0.13 3.81
F -8.92 -2.35 3.08
C -8.09 -3.38 2.83
F -8.72 -4.16 1.94
F -8.03 -4.09 3.97
C -6.72 -2.97 2.34
C -5.99 -4.13 1.87
C -4.91 -4.16 1.07
C -4.35 -2.99 0.54
C -5.09 -1.06 2.01
C -6.38 -1.67 2.44
C -3.43 -2.11 0.24
C -1.14 -1.49 0.61
H -6.39 -5.08 2.20
H -4.45 -5.11 0.82
H -5.16 0.03 2.08
H -7.12 -0.99 2.83
*
```

Output
Energy relative to the best compared isomer or geometry (same formula, charge and spin) (kcal/mol): 115.2
Electronic energy (Ha): -7035.3683
Largest force on an atom (Eh/bohr): 0.04468
Highest occupied orbital energy (eV): -9.47


# 2
The ion C5H11N3 with charge +2. Source: the Open Molecules 2025 dataset; level of theory: ωB97M-V/def2-TZVPD.

ORCA input file:
```
! RIJCOSX wB97M-V def2-TZVPD def2/J DEFGRID3
* xyz 2 1
C 0.28 -0.39 -0.23
C 0.39 1.90 -0.40
C -2.32 -0.57 -0.01
C -1.67 0.75 0.40
C 2.80 -0.53 0.31
N -1.32 -1.59 -0.08
N -0.27 0.83 -0.05
N 1.49 -0.93 -0.29
H -0.14 2.87 -0.20
H 1.39 1.99 -0.65
H -2.95 -0.62 0.84
H -3.11 -0.52 -0.77
H -2.27 1.66 0.08
H -1.79 0.77 1.55
H 3.74 -0.55 -0.42
H 3.11 -1.40 0.96
H 2.48 0.35 0.75
H -1.25 -2.13 -0.93
H 1.42 -1.87 -0.85
*
```

Output
Energy relative to the best compared isomer or geometry (same formula, charge and spin) (kcal/mol): 180.4
Electronic energy (Ha): -360.5152
Largest force on an atom (Eh/bohr): 0.13360
Highest occupied orbital energy (alpha / beta) (eV): -18.71 / -18.71